The following is a DFT calculation (ωB97M-V with the def2-TZVPD basis set) of one molecule with the formula C4HCl3F8Si in a non-equilibrium geometry.

## Properties
SMILES ... FC(F)C(F)(F)C(F)(F)C(F)(F)[Si](Cl)(Cl)Cl
DFT total energy ... -71352.2401 eV
E_LUMO ... -0.01437 hartree

Each line ends with the Löwdin charge.
Cartesian coordinates (Å):
F (-2.18, -1.94, 1.96)  0.10
F (-0.04, -2.41, 2.01)  0.12
F (-2.11, -1.74, -0.53)  0.14
F (-0.07, -2.41, -0.45)  0.16
F (-1.51, 0.78, -0.43)  0.18
F (-0.39, -0.29, -1.93)  0.12
F (0.69, 0.81, 1.31)  0.05
F (1.75, -0.40, -0.23)  0.10
Cl (1.27, 1.98, -3.01)  0.28
Cl (0.07, 3.88, -0.30)  0.16
Cl (3.39, 2.69, -0.28)  0.28
C (-0.96, -1.57, 1.53)  -0.30
C (-0.88, -1.45, -0.03)  -0.37
C (-0.51, -0.04, -0.62)  -0.47
C (0.82, 0.54, -0.03)  -0.56
Si (1.40, 2.13, -0.85)  -0.16
H (-0.74, -0.56, 1.90)  0.15



The following is a DFT calculation (ωB97M-V with the def2-TZVPD basis set) of C4HCl4IN2O2 as an isolated structure in a non-equilibrium geometry.

## Properties
DFT total energy ... -69422.1483 eV
E_LUMO (alpha / beta) ... -0.06944 / -0.06949 hartree
Energy relative to the best compared isomer or geometry (same formula, charge and spin) ... 71.8 kcal per mole

Each line ends with the Löwdin charge.
Cartesian coordinates (Å):
C (-1.55, 0.02, -0.43)  -0.82
C (-0.36, -0.66, -0.66)  -0.76
C (-1.64, 1.25, 0.10)  -0.61
C (1.01, 1.05, 0.18)  -1.18
N (0.83, -0.27, 0.00)  -0.15
N (1.58, -1.74, 0.67)  -0.32
O (0.82, -2.47, 1.19)  0.13
O (2.78, -1.77, 0.58)  0.09
Cl (-3.02, -0.79, -0.68)  0.72
Cl (-0.31, -1.91, -1.79)  0.78
Cl (-3.05, 1.88, 0.83)  0.66
Cl (1.98, 1.41, 1.62)  0.56
I (1.68, 2.03, -1.57)  0.86
H (-0.74, 1.98, -0.03)  0.05



The following is a DFT calculation (ωB97M-V with the def2-TZVPD basis set) of one molecule with the formula C4HClF2O2 in a non-equilibrium geometry.

## Properties
DFT total energy ... -26212.0688 eV
E_LUMO (alpha / beta) ... -0.01847 / -0.02910 hartree
Energy relative to the best compared isomer or geometry (same formula, charge and spin) ... 0.0 kcal per mole

Each line ends with the Löwdin charge.
Cartesian coordinates (Å):
C (1.01, 0.13, 0.37)  -0.34
C (0.17, 0.85, 1.39)  -0.03
C (0.16, 0.06, -0.97)  -0.36
C (-0.88, -0.76, -0.33)  -0.69
O (1.91, -0.67, 0.68)  0.06
O (0.02, 1.78, 2.06)  0.21
F (-0.19, 1.21, -1.41)  0.10
F (-0.58, -1.99, 0.01)  0.08
Cl (-2.48, -0.26, -0.02)  0.77
H (0.85, -0.36, -1.78)  0.20



The following is a DFT calculation (ωB97M-V with the def2-TZVPD basis set) of an isolated ion of composition C4HClIOS and charge -1 in a non-equilibrium geometry.

## Properties
Net charge ... -1
DFT total energy ... -37667.3915 eV
2S+1 ... 3
Expectation value of S² ... 2.022
E_LUMO (alpha / beta) ... 0.10195 / 0.04391 hartree

Each line ends with the Löwdin charge.
Cartesian coordinates (Å):
C (0.04, -1.45, -0.01)  -0.56
C (-0.24, 1.10, -0.02)  -0.52
C (-0.90, -0.51, 0.00)  -0.79
C (1.10, 0.84, 0.05)  -0.94
O (-0.96, 2.09, -0.03)  0.03
S (1.66, -0.83, 0.01)  0.89
Cl (2.33, 2.07, 0.00)  0.58
I (-2.97, -0.79, 0.00)  0.27
H (-0.06, -2.52, 0.00)  0.05



Which of these has the lowest DFT total energy? C4HCl3F8Si



The highest DFT total energy belongs to which entry? C4HClF2O2



What is the formula in the third record? C4HClF2O2